1.
Molecular formula: C26H24InN2O3S5
Method: DFT, ωB97M-V/def2-TZVPD

Structure (ORCA input):
```
! wB97M-V def2-TZVPD RIJCOSX def2/J DEFGRID3
* xyz 1 1
In 0.24526 0.42699 0.08073
S 1.62178 -3.21154 -2.68634
S 1.08293 1.54625 -2.55219
S -2.08398 1.16738 -1.18208
S 0.31451 3.30399 0.25083
S -0.29986 1.56741 2.92415
O -1.02983 -1.71445 1.65632
O -0.99096 2.81609 3.03559
O 1.08132 1.63927 2.46964
N -0.08713 -1.74036 -1.43022
N -1.07874 0.55226 1.89623
C 2.46309 -0.95809 1.90138
C 0.08179 -2.94039 -3.43633
C -0.31403 0.48746 4.32568
C -0.63165 -1.87152 4.66674
C -1.76809 1.80335 -2.87329
C 1.80691 -1.01018 0.68552
C -2.06067 -1.95251 -2.92228
C 1.91776 -2.13122 -0.12778
C 0.21228 -0.44335 6.43184
C -0.18798 -1.69388 5.96988
C -0.97853 -0.73663 2.38073
C -0.68553 -0.76166 3.84230
C 1.46592 3.87994 -1.03479
C 1.24792 3.36172 -2.44084
C 3.38353 -3.14483 1.49597
C -2.35527 2.71446 -0.25562
C -1.30980 3.80874 -0.41131
C 0.15952 0.67402 5.60644
C 2.73430 -3.19071 0.27720
C -2.52591 -2.41096 -4.13716
C 1.10099 -2.25573 -1.32805
C -1.68327 -3.08799 -5.02432
C -0.72255 -2.16824 -2.58159
C -0.38120 -3.38253 -4.67029
C -0.43798 1.42671 -3.52819
C 3.24845 -2.03140 2.31059
H -2.39982 2.38997 0.78456
H 2.80449 -4.07589 -0.34410
H -0.13101 -2.54498 6.63517
H -3.33532 3.09481 -0.54219
H -1.91411 2.88046 -2.83859
H 2.39490 -0.07788 2.52180
H -3.56198 -2.25304 -4.40707
H -0.91177 -2.84167 4.27922
H -2.71196 -1.45662 -2.21329
H 0.26343 -3.94616 -5.33114
H 3.98136 -3.98565 1.82093
H 1.42234 4.96897 -1.03802
H 2.43917 3.57489 -0.64922
H 0.35554 3.78913 -2.89342
H -2.55769 1.37938 -3.49383
H -1.18800 4.14246 -1.43892
H -1.62590 4.65796 0.19394
H 3.75301 -1.98828 3.26722
H -0.45216 0.38450 -3.82712
H 0.47716 1.65047 5.94630
H -2.06024 -3.41030 -5.98503
H 0.59078 -0.33796 7.43923
H 2.10897 3.62976 -3.05173
H -0.29647 2.03778 -4.41983
*
```

## Properties
Max |F|: 1.2 eV/Å
Frontier orbital gap: 8.407 eV

=====

2.
Molecular formula: C11H17N4
Method: DFT, ωB97M-V/def2-TZVPD

Structure (ORCA input):
```
! wB97M-V def2-TZVPD RIJCOSX def2/J DEFGRID3
* xyz 1 1
N -1.82619 0.19569 1.59806
N -1.05757 -0.59278 -0.60457
N 0.74386 0.96018 1.31740
N 1.27804 -0.99492 0.03404
C -3.05786 0.80729 -0.35123
C -4.24672 -0.16795 -0.46608
C -1.07254 -0.71301 0.82920
C 0.56310 -0.39819 1.21540
C -1.90528 0.15726 -1.14962
C 3.95316 1.74706 -0.77468
C 2.72882 1.02235 -0.16640
C 1.68844 -2.47815 0.10765
C 2.46733 -0.25236 -0.44636
C 1.69533 1.57830 0.75965
C -2.61047 1.00167 1.05413
H 2.22378 -2.76924 -0.84193
H 2.02362 -2.81303 1.05078
H -3.16695 1.73806 1.54375
H 1.86320 2.69727 0.82894
H -1.69226 0.19013 -2.23146
H 0.77793 -2.98552 0.09465
H -1.39780 -1.82257 0.95480
H -3.48116 1.83456 -0.64382
H 4.50631 2.17304 0.09628
H 4.42036 1.01984 -1.36096
H -4.92853 -0.00885 0.41408
H -4.96449 -0.05309 -1.35474
H 3.52469 2.68023 -1.18254
H -3.73550 -1.24824 -0.48263
H 0.93781 -0.77309 2.10914
H 3.11547 -0.96676 -1.17629
H 0.63207 -0.76515 -0.77465
*
```

## Properties
SMILES: CC1=C[N@@H+](C)[C@H]([C@H]2N=C[C@H](C)C=N2)N=C1
Energy relative to the best compared isomer or geometry (same formula, charge and spin): 132.8 kcal per mole
Max |F|: 4.9 eV/Å
Frontier orbital gap: 9.107 eV

=====

3.
Molecular formula: C11H8BiCl2LuN2O3Se
Method: DFT, ωB97M-V/def2-TZVPD

Structure (ORCA input):
```
! wB97M-V def2-TZVPD RIJCOSX def2/J DEFGRID3
* xyz 4 1
Bi -2.32001 -1.28133 0.20625
Lu 1.44132 2.01264 -0.14517
Se -0.36128 1.24176 1.74588
Cl 3.45229 0.50258 -0.08780
Cl 1.61206 4.35877 -0.43975
O 0.22165 0.10848 -2.57930
O 0.78387 -2.08685 -0.38796
O -2.20072 1.71528 -1.16586
N 1.63683 -0.82400 2.41253
N -0.17534 -0.92797 3.62843
C -0.38336 -2.07009 -0.42874
C -1.54340 0.71377 -0.98820
C -1.54729 -0.73803 4.08113
C 1.80868 -1.89568 3.28912
C -0.08268 0.71997 -1.58865
C 0.66535 -1.96423 4.06135
C 1.52946 -3.84800 5.22573
C 2.69681 -3.78343 4.43619
C 0.48039 -2.93206 5.04086
C 0.42436 -0.23493 2.62200
C 2.84751 -2.80515 3.44091
H 3.72485 -2.71698 2.80460
H -1.65858 -1.28297 5.02158
H -2.25774 -1.12507 3.33712
H -1.73658 0.32763 4.24184
H 2.30709 -0.53812 1.68857
H -0.44068 -2.94445 5.62255
H 3.49020 -4.51307 4.60933
H 1.45398 -4.62050 5.99524
*
```

## Properties
Energy relative to the best compared isomer or geometry (same formula, charge and spin): 78.6 kcal per mole
Max |F|: 8.2 eV/Å
Frontier orbital gap (spin up / spin down): 4.458 / 3.911 eV

=====

4.
Molecular formula: C36H34AgNOP2Se2
Method: DFT, ωB97M-V/def2-TZVPD

Structure (ORCA input):
```
! wB97M-V def2-TZVPD RIJCOSX def2/J DEFGRID3
* xyz 0 1
Ag 0.37321 -0.33109 -0.31724
Se -2.62645 -0.37698 0.07688
Se -0.06754 -2.78886 -0.88117
P 0.61412 2.10270 -0.45074
P -2.16965 -2.41485 -0.38607
O 4.87756 0.35154 -0.57573
N 2.88779 0.00150 0.40404
C -3.95630 -2.22031 -2.53346
C 2.24831 4.32457 -0.48816
C -2.65255 -3.49569 1.00020
C -0.22266 2.13324 2.17127
C -3.91828 -4.94897 -3.05094
C -2.22570 3.26974 -3.11387
C -0.11267 3.75806 -4.14117
C 3.41429 5.06781 -0.50670
C -3.18854 -3.06557 -1.74517
C 3.55557 -1.30633 0.45246
C -1.73130 -4.24462 1.71758
C -1.49738 3.74025 -4.19854
C -0.23536 2.85060 0.97845
C 3.49654 2.28213 -0.32898
C 4.63678 4.41709 -0.45588
C -0.87629 4.08782 0.93673
C -3.49762 -5.08779 3.11531
C -1.44243 3.88810 3.26469
C -1.57311 2.82535 -1.97600
C -0.17930 2.86069 -1.90375
C 2.25715 2.93186 -0.40506
C -4.68827 -4.10165 -3.83916
C -3.16940 -4.43363 -2.00745
C 0.54496 3.31759 -3.00090
C -4.00177 -3.54052 1.34802
C 4.18876 -0.73480 2.83584
C 3.68559 -1.82427 1.89231
C -2.15546 -5.03922 2.77580
C 4.90607 -1.04886 -0.23755
C -4.42208 -4.33570 2.39916
C 2.37784 -2.42730 2.38636
C 3.67786 0.82552 -0.14959
C -0.81582 2.65290 3.31238
C -4.70595 -2.74028 -3.58061
C 4.67155 3.03850 -0.37196
C -1.47714 4.60240 2.07406
H 4.38639 -1.14998 3.82473
H 2.03007 -3.22333 1.72647
H -2.56626 -5.09514 -1.39634
H 4.44899 -2.61152 1.86278
H 1.59063 -1.66972 2.41898
H 5.11739 -0.28309 2.47480
H -0.68441 -4.20364 1.44394
H -3.30672 3.23829 -3.15439
H -5.27415 -4.50700 -4.65421
H -5.47121 -4.36794 2.66319
H -4.71997 -2.94399 0.79751
H 3.36476 6.14703 -0.56679
H 0.46284 4.11362 -4.98607
H 5.03806 -1.61581 -1.15752
H -3.90211 -6.01245 -3.25139
H -1.91698 4.29002 4.15048
H -2.15007 2.43696 -1.14568
H 2.93892 -2.00877 -0.11525
H 0.24516 1.15516 2.20533
H -3.82710 -5.70964 3.93784
H 1.30157 4.84390 -0.55147
H -1.43199 -5.62162 3.33195
H 5.62061 2.52533 -0.32602
H 5.75952 -1.21873 0.42099
H -1.97998 5.55981 2.02951
H 5.56132 4.97834 -0.47645
H -2.00908 4.08461 -5.08781
H -5.30462 -2.07767 -4.19228
H -3.96449 -1.15904 -2.31732
H 3.45065 0.06115 2.93725
H 1.62726 3.33347 -2.97344
H 2.49398 -2.83504 3.39192
H -0.80215 2.08213 4.23143
H -0.93180 4.64162 0.00762
*
```

## Properties
Max |F|: 0.3 eV/Å
Frontier orbital gap: 7.183 eV

=====

5.
Molecular formula: C7H10
Method: DFT, ωB97M-V/def2-TZVPD

Structure (ORCA input):
```
! wB97M-V def2-TZVPD RIJCOSX def2/J DEFGRID3
* xyz 0 1
C 0.37088 -0.48515 -1.51735
C -0.64359 -0.12778 -0.57516
C 1.39825 -0.11317 -0.27933
C -1.15534 0.49953 3.03794
C 0.18723 0.36876 0.57902
C 0.44946 -0.71196 -3.01004
C 0.14575 0.54537 2.36669
H -2.03744 0.00502 2.55036
H -1.43566 1.49271 3.28731
H 0.10921 0.13371 -3.54815
H -1.65676 -0.11920 -0.87497
H 2.27991 0.51029 -0.26846
H 1.65336 -1.07627 0.25260
H -0.19802 -1.56304 -3.22815
H -0.96349 0.07582 4.01772
H 0.08036 1.46404 0.56693
H 1.41591 -0.89868 -3.35695
*
```

## Properties
Energy relative to the best compared isomer or geometry (same formula, charge and spin): 168.6 kcal per mole
Max |F|: 6.3 eV/Å
Frontier orbital gap: 8.139 eV

=====

6.
Molecular formula: C7H17ClGdINO2P
Method: DFT, ωB97M-V/def2-TZVPD

Structure (ORCA input):
```
! wB97M-V def2-TZVPD RIJCOSX def2/J DEFGRID3
* xyz 2 8
Gd -2.18885 -0.87391 0.03474
I 2.44687 0.68648 1.07266
Cl -4.44927 -0.35350 -0.69958
P -1.05827 0.29117 -2.20921
O 4.43026 -0.24445 -1.00536
O -1.70369 -0.08174 1.92891
N -2.03426 1.28648 3.67457
C -0.18076 -0.26234 3.81348
C -1.33537 0.31386 3.09911
C 3.50332 -0.53697 -0.30817
C -1.85380 1.81818 -2.82518
C 0.70759 0.63666 -2.47846
C 2.72744 -1.77623 -0.10250
C -1.40908 -0.88377 -3.57614
H -0.18178 0.10689 4.85004
H -1.77122 1.61021 4.59648
H -1.76762 1.87508 -3.91957
H -2.37340 -1.38341 -3.40693
H 0.76215 0.04081 3.32723
H -2.83265 1.68734 3.19308
H -0.61666 -1.64260 -3.62000
H 1.79898 -1.76292 -0.69752
H 1.12191 1.14172 -1.59588
H 0.84242 1.27402 -3.36372
H 2.49347 -1.96956 0.95103
H 3.32765 -2.62598 -0.47159
H 1.25849 -0.30165 -2.61790
H -0.24459 -1.35922 3.82115
H -1.44764 -0.33636 -4.52786
H -1.36562 2.69078 -2.37192
H -2.91404 1.81574 -2.53949
*
```

## Properties
<S²>: 16.071
Max |F|: 3.1 eV/Å
Frontier orbital gap (spin up / spin down): 7.504 / 4.948 eV

=====

7.
Molecular formula: C43H114N2O15
Method: DFT, ωB97M-V/def2-TZVPD

Structure (ORCA input):
```
! wB97M-V def2-TZVPD RIJCOSX def2/J DEFGRID3
* xyz 0 1
O -3.93481 2.36804 1.57406
O -1.99665 0.64490 4.53506
O 0.09461 2.42049 -4.30646
O -1.05712 -2.65813 -3.20197
O -0.20892 -0.02107 -2.87001
O 3.34114 4.03232 -1.40932
O 1.37151 -5.12658 2.61644
O 3.64390 -0.70994 -0.68396
O 4.63373 1.48607 -1.99514
O -5.58777 -2.27239 -1.08605
O 3.33159 -0.75238 2.10757
O -1.61270 -5.05539 -1.56827
O -2.42290 -1.82676 2.45453
O -0.74327 4.52883 2.12589
O 2.06826 2.91512 5.42874
N 0.28447 2.08959 3.41373
N -0.88942 -3.80548 3.92110
C -5.37961 -0.10181 -2.12286
C -1.86872 0.81036 3.14601
C 0.98000 1.11968 -1.14908
C 3.17087 -2.05680 -2.56433
C 2.69176 -1.99285 2.45048
C -2.86697 3.18847 1.09851
C 2.43303 3.02979 4.05910
C 1.46046 -2.22203 1.57946
C 2.75456 -4.90915 2.52632
C -1.27552 -3.01017 -4.56142
C 0.40083 6.15858 0.78180
C 0.13127 4.68266 1.00821
C -3.31417 0.27339 4.84154
C 4.16754 -1.82688 -1.42975
C 0.04622 -0.02589 -1.47770
C 0.70033 -4.73635 -1.18357
C -0.43981 -4.25213 -4.90550
C -3.12231 3.66380 -0.31336
C -3.22760 -0.71836 2.04448
C -4.81626 -2.20520 -3.38525
C -4.82567 -1.52095 -2.00936
C 6.47818 2.65962 -3.00240
C -0.57004 4.08376 -0.21148
C -2.30909 2.33044 -4.61718
C -0.39143 0.93227 2.80774
C -1.05418 3.21471 -4.54620
C 1.74122 1.91673 3.28482
C 5.40028 1.62804 -3.21777
C 1.92531 4.14175 6.11674
C 0.91205 -5.47269 3.92157
C 4.40487 1.95788 -4.33640
C -1.26209 0.14048 -0.71793
C -2.75574 -2.20083 3.78409
C 2.42967 4.37489 -2.44219
C -1.13720 4.26096 -3.42744
C -1.04021 -3.81308 0.40551
C 2.36136 -1.91329 3.93093
C -0.62309 -4.97445 -0.52036
C -0.58617 -5.22893 3.96964
C -0.91917 -1.84001 -5.45509
C -2.35435 -3.64988 3.96445
C 4.36454 -3.04929 -0.56975
C -2.60411 4.33478 2.05312
H -1.82583 1.00991 -1.06704
H -1.14112 -3.42696 -2.62822
H 3.52449 2.95933 4.07043
H -2.50293 1.95956 -3.60813
H 2.06162 0.94075 3.64193
H 0.67820 -3.76370 -1.68194
H -2.63852 4.02450 3.09973
H 4.26469 3.02658 -4.49991
H 1.92570 3.93031 7.18404
H -0.85793 3.75530 -5.47502
H -2.20005 -1.62302 4.53347
H -6.40197 -0.07383 -2.51668
H -2.03165 1.47132 -5.22834
H -3.50969 2.91588 -1.00698
H 0.61446 -4.10129 -4.66195
H -2.50044 -4.95379 -1.21267
H 7.27606 2.60843 -3.74432
H -1.24482 3.82849 -2.42957
H 5.12849 -1.49399 -1.83366
H 5.14922 -2.85592 0.16707
H -0.32090 4.98082 -3.37972
H 2.00270 2.00141 2.22845
H -2.26363 0.00136 2.52085
H 4.32996 2.35560 -1.66868
H 0.53411 -0.92832 -1.09202
H 3.40929 -2.79868 2.23429
H 3.07007 -1.19396 -3.22788
H -1.55898 4.53998 -0.29361
H 2.93610 4.90530 -3.25521
H -1.96680 2.56727 1.03669
H 3.42832 1.51175 -4.16371
H -3.78174 -1.44410 -1.69153
H 4.80663 -3.87791 -1.12789
H -1.43390 -0.91382 -5.19485
H 1.86861 -2.84036 4.23783
H 1.07931 6.28030 -0.06280
H 3.39053 -5.78444 2.71058
H 0.83534 -1.33119 1.50932
H -0.68040 -3.44716 2.99311
H -1.63660 4.81925 1.91428
H -1.90153 -0.73902 -0.85651
H 0.83343 -3.02045 1.99220
H -3.50480 0.25771 5.91263
H -0.93973 -5.61026 4.92785
H -5.43118 0.43469 -1.17343
H 3.25812 -1.77024 4.53031
H -6.51357 -2.03053 -1.17223
H -2.31442 -3.30681 -4.74629
H 0.49388 2.08922 -1.29521
H 1.45501 -4.83369 4.63143
H -5.82278 -2.39367 -3.76838
H 1.90343 3.48269 -2.77107
H -0.75235 3.00309 -0.18936
H -2.79287 -0.21166 1.18840
H 1.56570 -4.77665 -0.52523
H 3.79997 4.82135 -1.10743
H 4.79697 1.54201 -5.27282
H -0.60801 -5.90198 0.06279
H -4.26641 -1.02064 1.88867
H -2.05143 4.85939 -3.55690
H -0.27525 0.88698 1.71933
H 5.75642 0.61473 -3.41642
H 6.12675 3.68085 -2.85758
H 1.85208 1.07395 -1.80448
H 3.08481 -4.10872 3.19267
H -3.25574 0.02476 2.85056
H -3.87850 4.46200 -0.35981
H 0.11024 1.94766 4.40978
H -1.14391 0.20765 0.36818
H -4.70224 2.93659 1.71177
H -4.73908 0.45368 -2.81375
H -0.27818 -3.75372 1.18355
H 1.64507 5.08078 -2.13760
H 0.85927 -5.46177 -1.98681
H -0.56643 -0.90158 -3.05367
H -0.54567 6.66164 0.57609
H 2.16367 -2.25200 -2.19397
H -2.80790 -4.26473 3.17520
H -2.24927 4.14322 -0.76063
H -2.37339 1.70602 2.77865
H -0.80390 -5.15077 -4.41201
H 3.91972 0.12090 -1.12121
H -0.09448 1.71942 -3.65591
H 3.41969 -0.74757 1.12787
H -0.96431 -5.80766 3.11540
H -3.81943 -2.05621 3.99370
H -0.47271 -4.35614 -5.99404
H -1.08454 -2.87125 -0.14162
H -2.72683 -3.97291 4.94186
H 6.96702 2.39992 -2.05608
H 2.78568 4.78745 5.91327
H 0.11093 0.01733 3.14765
H 1.76098 -2.55801 0.58498
H -2.01342 -4.03638 0.84311
H 0.05376 4.19590 -1.10625
H -3.16528 2.85313 -5.03661
H 2.93136 -4.64768 1.48188
H 1.65200 -1.10740 4.09566
H 1.33139 1.08790 -0.11627
H -0.50846 3.67434 2.54059
H -3.41153 5.07025 1.95607
H 0.15041 -1.61714 -5.39500
H 1.20485 -6.50941 4.12761
H 3.46945 -2.88338 -3.22007
H 0.97959 4.60429 5.82487
H -4.05344 0.96527 4.41624
H 1.04704 4.10064 1.17464
H 0.81028 6.61715 1.68185
H -3.60382 -0.70349 4.43728
H -4.35037 -3.19065 -3.33104
H -4.27455 -1.58070 -4.09867
H 2.11755 3.99320 3.64415
H -1.12144 -2.02684 -6.51027
H 3.42419 -3.37613 -0.12795
*
```

## Properties
Max |F|: 19.2 eV/Å
Frontier orbital gap: 6.579 eV

=====

8.
Molecular formula: C4H7NO2
Method: DFT, ωB97M-V/def2-TZVPD

Structure (ORCA input):
```
! wB97M-V def2-TZVPD RIJCOSX def2/J DEFGRID3
* xyz 0 1
O 2.33362 0.95977 -0.40135
O -1.74847 -0.82527 1.17841
N -0.58073 -1.80419 -0.88197
C -0.10847 1.81523 0.78146
C -0.79856 -0.51236 0.54988
C 0.13503 0.43127 0.24539
C 1.43945 0.13452 -0.29734
H 0.41913 1.97530 1.72552
H -1.52451 -2.15063 -1.02994
H -0.33618 -1.14029 -1.61405
H 0.06837 -2.58501 -0.84687
H 1.64165 -0.92048 -0.59604
H 0.26909 2.54054 0.05473
H -1.17709 1.99207 0.93320
*
```

## Properties
Energy relative to the best compared isomer or geometry (same formula, charge and spin): 47.4 kcal per mole
Max |F|: 0.7 eV/Å
Frontier orbital gap: 8.760 eV